1.
ORCA calculation (ωB97M-V/def2-TZVPD) on a single C5H14N2O molecule in a non-equilibrium geometry.

Geometry as XYZ:
```
22
Properties=species:S:1:pos:R:3
C -1.9704 -0.4282 -0.2667
C -0.6050 0.4282 -0.0664
C -0.1405 0.4016 1.3616
C -0.2775 -0.9822 2.0372
O -0.9965 1.3312 2.1485
N 0.5352 -0.1255 -0.9547
C 1.5733 0.6830 -1.5470
N 2.0525 0.1845 -2.8080
H -2.6209 -0.4777 0.6930
H -1.6953 -1.5044 -0.6251
H -2.5113 0.1168 -0.9511
H -0.8612 1.4520 -0.3422
H 0.8439 0.9811 1.4777
H 0.4287 -1.6953 1.6199
H -0.1016 -0.8899 3.1430
H -1.2184 -1.4220 2.0313
H -0.7656 1.0950 3.0584
H 0.4580 -1.0292 -1.1726
H 1.2719 1.8154 -1.8424
H 2.5246 0.8436 -0.8518
H 2.6753 -0.5675 -2.6780
H 1.4007 -0.2103 -3.4644
```

- SMILES string: C[C@H](O)[C@H](C)NCN
- E_LUMO: 0.0350 Eh
- Kohn-Sham gap: 9.370 eV
- Molecular weight: 118.2 g mol⁻¹
- E_tot: -10437.700 eV
- Energy relative to the best compared isomer or geometry (same formula, charge and spin): 76.7 kcal per mole

Want to see where the charge sits? The Mulliken charges in e are: number 1, C, carries -1.28; number 2, C, carries -0.03; number 3, C, carries 0.38; number 4, C, carries -1.40; number 5, O, carries -0.55; number 6, N, carries -0.28; number 7, C, carries -0.28; number 8, N, carries -0.66; number 9, H, carries 0.22; number 10, H, carries 0.27; number 11, H, carries 0.40; number 12, H, carries 0.41; number 13, H, carries 0.18; number 14, H, carries 0.31; number 15, H, carries 0.42; number 16, H, carries 0.38; number 17, H, carries 0.31; number 18, H, carries 0.23; number 19, H, carries 0.23; number 20, H, carries 0.27; number 21, H, carries 0.23; number 22, H, carries 0.24

=====

2.
ORCA calculation (ωB97M-V/def2-TZVPD) on 2 unconnected molecules or ions with the total composition C5H14N2O in a non-equilibrium geometry.

Geometry as XYZ:
```
22
Properties=species:S:1:pos:R:3
N 1.0051 -0.8682 -0.2775
C 0.2892 -1.9322 0.4638
C -0.9120 -2.2117 -0.4715
C -0.6969 -1.3716 -1.7513
C 0.0792 -0.1811 -1.1505
C -0.9306 0.8137 -0.4287
N -0.4434 1.3429 0.8416
H 1.6285 -0.3282 0.3020
H 0.9710 -2.7913 0.4797
H 0.1179 -1.5940 1.4864
H -1.8717 -1.9100 -0.0286
H -1.2240 -3.2556 -0.5767
H -0.0595 -1.9615 -2.4083
H -1.6300 -1.0030 -2.1853
H 0.6541 0.3979 -1.8771
H -1.2190 1.4838 -1.2546
H -1.9172 0.3682 -0.2395
H 0.2144 2.0813 0.6662
H -0.0442 0.6135 1.3985
H 0.4465 3.4258 2.1929
H 1.6415 3.6057 1.1982
O 1.3997 3.3706 2.0856
```

- SMILES string: NC[C@@H]1CCCN1.O
- E_LUMO: 0.0284 Eh
- Kohn-Sham gap: 9.205 eV
- Molecular weight: 118.2 g mol⁻¹
- E_tot: -10438.843 eV
- Energy relative to the best compared isomer or geometry (same formula, charge and spin): 50.4 kcal per mole

Want to see where the charge sits? The Mulliken charges in e are: number 1, N, carries -0.50; number 2, C, carries -0.57; number 3, C, carries -0.62; number 4, C, carries -0.79; number 5, C, carries 0.14; number 6, C, carries -0.96; number 7, N, carries -0.53; number 8, H, carries 0.29; number 9, H, carries 0.33; number 10, H, carries 0.27; number 11, H, carries 0.22; number 12, H, carries 0.43; number 13, H, carries 0.33; number 14, H, carries 0.36; number 15, H, carries 0.44; number 16, H, carries 0.40; number 17, H, carries 0.37; number 18, H, carries 0.18; number 19, H, carries 0.22; number 20, H, carries 0.35; number 21, H, carries 0.31; number 22, O, carries -0.67

=====

3.
ORCA calculation (ωB97M-V/def2-TZVPD) on 2 unconnected molecules or ions with the total composition C5H14N2O.

Geometry as XYZ:
```
22
Properties=species:S:1:pos:R:3
C 1.1918 -0.4753 -0.2056
C 1.2714 0.3430 0.9741
C 1.4053 -1.9639 -0.1629
N 1.5203 0.1435 -1.4229
H -0.3784 -0.4145 -0.2657
H 1.2144 -0.3623 -2.2438
H 1.2238 1.1112 -1.4716
H 0.1995 0.9135 1.0574
H 1.4140 -0.2138 1.8973
H 1.0156 -2.3842 0.7644
H 0.9076 -2.4673 -0.9968
H 1.9519 1.1919 0.9061
H 2.4742 -2.2005 -0.2229
N -2.3395 -0.7788 0.4448
C -1.2114 1.4279 0.3657
C -1.4630 0.1646 -0.2414
O -0.6398 2.4363 -0.4406
H -1.3145 3.0812 -0.6856
H -1.8762 -1.1917 1.2448
H -3.1820 -0.3244 0.7769
H -1.7476 1.7554 1.2516
H -1.6375 0.2081 -1.3232
```

- E_LUMO: 0.0335 Eh
- Kohn-Sham gap: 7.517 eV
- Molecular weight: 118.2 g mol⁻¹
- E_tot: -10436.334 eV
- Energy relative to the best compared isomer or geometry (same formula, charge and spin): 108.2 kcal per mole

Want to see where the charge sits? The Mulliken charges in e are: number 1, C, carries 0.76; number 2, C, carries -1.15; number 3, C, carries -1.39; number 4, N, carries -0.58; number 5, H, carries -0.25; number 6, H, carries 0.26; number 7, H, carries 0.27; number 8, H, carries 0.21; number 9, H, carries 0.34; number 10, H, carries 0.34; number 11, H, carries 0.30; number 12, H, carries 0.36; number 13, H, carries 0.38; number 14, N, carries -0.67; number 15, C, carries -0.69; number 16, C, carries 0.47; number 17, O, carries -0.49; number 18, H, carries 0.27; number 19, H, carries 0.23; number 20, H, carries 0.25; number 21, H, carries 0.48; number 22, H, carries 0.32

=====

4.
ORCA calculation (ωB97M-V/def2-TZVPD) on a single C5H14N2O molecule in a non-equilibrium geometry.

Geometry as XYZ:
```
22
Properties=species:S:1:pos:R:3
C -0.0790 1.7871 1.8099
O -0.5195 0.7662 2.6780
C -0.3624 1.3078 0.3591
C 0.9000 0.4282 -0.0588
C 0.7015 -0.9923 -0.4871
C 0.7870 -1.1874 -2.0232
N 0.4390 -2.5342 -2.4605
N -1.6724 0.6970 0.1401
H -0.5359 2.7794 2.0075
H 0.9704 1.9736 1.9942
H -1.4737 0.6359 2.6964
H -0.3024 2.0701 -0.4212
H 1.3815 1.0256 -0.8327
H 1.7344 0.4844 0.6504
H 1.4478 -1.6994 -0.1224
H -0.1628 -1.5872 -0.1525
H 1.8087 -0.9195 -2.2794
H 0.0962 -0.5533 -2.5875
H 1.0511 -3.3052 -2.2287
H -0.5014 -2.8258 -2.2425
H -2.2976 1.2471 0.7139
H -1.7536 -0.3050 0.2185
```

- SMILES string: NCCC[C@@H](N)CO
- E_LUMO: 0.0305 Eh
- Kohn-Sham gap: 9.646 eV
- Molecular weight: 118.2 g mol⁻¹
- E_tot: -10438.354 eV
- Energy relative to the best compared isomer or geometry (same formula, charge and spin): 61.7 kcal per mole

Want to see where the charge sits? The Mulliken charges in e are: number 1, C, carries -0.81; number 2, O, carries -0.55; number 3, C, carries 0.34; number 4, C, carries -0.85; number 5, C, carries -0.79; number 6, C, carries -0.52; number 7, N, carries -0.61; number 8, N, carries -0.62; number 9, H, carries 0.29; number 10, H, carries 0.41; number 11, H, carries 0.33; number 12, H, carries 0.27; number 13, H, carries 0.50; number 14, H, carries 0.40; number 15, H, carries 0.28; number 16, H, carries 0.38; number 17, H, carries 0.34; number 18, H, carries 0.31; number 19, H, carries 0.22; number 20, H, carries 0.21; number 21, H, carries 0.25; number 22, H, carries 0.22

=====

5.
ORCA calculation (ωB97M-V/def2-TZVPD) on a single C5H14N2O molecule in a non-equilibrium geometry.

Geometry as XYZ:
```
22
Properties=species:S:1:pos:R:3
N -2.1992 1.0441 -1.2331
C -1.3063 0.3374 -2.1386
C 0.0963 0.2478 -1.5450
N 0.2547 -0.7194 -0.4797
C -0.2027 -1.3373 1.8458
C 0.3120 -0.2540 0.8941
C 1.7317 0.1445 1.3545
O 1.8728 1.5701 1.3537
H -2.8817 1.6092 -1.7238
H -2.6780 0.4122 -0.6069
H -1.1862 0.7227 -3.1577
H -1.6439 -0.6872 -2.2877
H 0.8313 0.0351 -2.3324
H 0.4455 1.2484 -1.2511
H 0.8386 -1.5061 -0.7074
H -0.5078 -0.8566 2.7771
H 0.5486 -2.1066 1.9849
H -1.0365 -1.8377 1.3477
H -0.2534 0.6788 0.8712
H 1.9699 -0.2767 2.3364
H 2.4763 -0.2867 0.6764
H 2.5180 1.8180 2.0215
```

- SMILES string: C[C@@H](CO)NCCN
- E_LUMO: 0.0377 Eh
- Kohn-Sham gap: 9.189 eV
- Molecular weight: 118.2 g mol⁻¹
- E_tot: -10438.814 eV
- Energy relative to the best compared isomer or geometry (same formula, charge and spin): 51.1 kcal per mole

Want to see where the charge sits? The Mulliken charges in e are: number 1, N, carries -0.55; number 2, C, carries -0.50; number 3, C, carries -0.80; number 4, N, carries -0.29; number 5, C, carries -1.59; number 6, C, carries 0.29; number 7, C, carries -0.68; number 8, O, carries -0.51; number 9, H, carries 0.20; number 10, H, carries 0.21; number 11, H, carries 0.42; number 12, H, carries 0.25; number 13, H, carries 0.48; number 14, H, carries 0.28; number 15, H, carries 0.25; number 16, H, carries 0.36; number 17, H, carries 0.38; number 18, H, carries 0.42; number 19, H, carries 0.44; number 20, H, carries 0.43; number 21, H, carries 0.23; number 22, H, carries 0.30

=====

6.
ORCA calculation (ωB97M-V/def2-TZVPD) on a single C5H14N2O molecule in a non-equilibrium geometry.

Geometry as XYZ:
```
22
Properties=species:S:1:pos:R:3
C 0.0760 1.0879 0.3103
N 1.4543 0.7482 0.7111
C 2.5242 0.8725 -0.2414
N 3.5358 -0.1540 0.2778
C -0.5248 -0.2046 -0.2703
C -2.1229 -0.2634 -0.3751
C -2.8816 -1.2802 0.4049
O -2.3441 -0.5694 -1.7728
H -0.3872 1.3323 1.2956
H 0.0681 1.9729 -0.3440
H 1.6057 0.4375 1.6451
H 2.1398 0.5118 -1.1939
H 2.9952 1.8544 -0.2468
H 4.2944 0.1330 0.8745
H 3.0807 -0.9521 0.6881
H -0.1286 -1.0643 0.3163
H -0.1737 -0.3193 -1.3059
H -2.3793 0.7892 -0.2665
H -3.1226 -1.1278 1.4471
H -3.5737 -1.9040 -0.1508
H -2.0140 -2.0456 0.5664
H -2.1216 0.1452 -2.3699
```

- SMILES string: C[C@H](O)CCNCN
- E_LUMO: 0.0343 Eh
- Kohn-Sham gap: 8.982 eV
- Molecular weight: 118.2 g mol⁻¹
- E_tot: -10437.702 eV
- Energy relative to the best compared isomer or geometry (same formula, charge and spin): 76.7 kcal per mole

Want to see where the charge sits? The Mulliken charges in e are: number 1, C, carries -0.83; number 2, N, carries -0.29; number 3, C, carries -0.24; number 4, N, carries -0.65; number 5, C, carries -0.43; number 6, C, carries 0.48; number 7, C, carries -1.27; number 8, O, carries -0.62; number 9, H, carries 0.31; number 10, H, carries 0.27; number 11, H, carries 0.26; number 12, H, carries 0.27; number 13, H, carries 0.27; number 14, H, carries 0.20; number 15, H, carries 0.23; number 16, H, carries 0.24; number 17, H, carries 0.21; number 18, H, carries 0.33; number 19, H, carries 0.33; number 20, H, carries 0.32; number 21, H, carries 0.29; number 22, H, carries 0.32